Density functional theory data (wB97M-V/def2-TZVPD) for a 11-piece molecular cluster, C31H36BCl44N2O3 overall in a non-equilibrium geometry.

Geometry as XYZ:
```
117
C31H36BCl44N2O3 wB97M-V/def2-TZVPD
O 7.57 1.19 -1.70
C 0.55 0.76 0.62
H -4.61 1.57 5.39
Cl -3.09 -1.65 0.58
Cl -0.62 -0.49 -5.94
C 4.06 -0.09 -1.37
C -3.54 1.64 5.23
H 3.40 5.92 1.50
Cl 8.08 -7.44 -4.30
C -2.60 2.40 5.93
Cl 8.14 -10.06 -3.10
Cl -9.02 -0.97 1.29
Cl -7.00 -6.61 -1.38
Cl -7.14 4.03 8.46
H 3.61 4.25 1.92
Cl -7.69 0.01 -6.13
C -0.19 6.37 5.40
C -0.50 0.90 3.44
H 2.11 4.62 -2.63
H -0.42 2.59 5.60
Cl -5.21 0.48 -4.88
H 2.33 5.13 2.74
C -7.40 -1.66 1.12
Cl -3.00 -10.45 3.47
C 0.20 -0.50 1.42
Cl -7.25 -8.65 0.65
Cl -6.85 -2.28 2.69
Cl -1.24 7.38 6.41
H 8.21 0.22 0.05
C 3.02 -0.09 -0.23
H 9.27 1.46 -0.61
C 2.89 2.98 -0.84
C -4.42 -11.38 2.99
H -3.31 0.29 3.48
C 1.73 2.09 -1.35
C -1.36 2.18 5.33
C 1.85 5.05 -1.67
H 3.47 0.36 0.68
C -2.89 0.96 4.21
H -0.21 1.79 2.88
Cl -0.75 4.69 5.44
Cl 1.48 6.46 6.02
Cl 1.56 0.36 -4.19
H 1.07 -0.15 -1.46
Cl 3.32 -4.29 -6.05
B 1.60 0.61 -0.63
C -6.45 -0.75 -5.14
H -0.22 -1.26 0.74
C 2.05 6.57 -1.67
H 1.84 6.99 -0.68
O 6.66 -0.71 -2.51
C -3.06 -0.94 -1.02
H -2.79 3.04 6.79
Cl -4.61 2.78 7.86
H 3.65 3.00 -1.64
N -1.61 1.32 4.32
C 5.39 0.44 -0.82
H 3.39 2.60 0.06
C -5.01 2.25 -8.13
H 3.06 6.84 -1.96
C 2.85 5.03 1.79
Cl -5.41 0.75 -8.97
O 0.74 4.36 0.88
Cl -4.18 -1.75 -2.12
Cl -5.41 -11.74 4.42
H 6.89 2.86 0.07
H 3.76 0.58 -2.18
H 7.16 1.76 1.38
Cl 8.14 -7.71 -1.44
C -7.65 -6.98 0.23
Cl 4.78 -6.56 -4.85
Cl 5.75 -8.46 -2.88
H 8.47 2.88 0.94
H -1.30 -1.07 2.93
C 4.53 -5.57 -6.30
H 0.38 0.59 4.01
C -5.70 3.27 9.15
H 0.78 2.60 -1.19
C 8.22 1.19 -0.44
Cl -1.42 -1.04 -1.65
C 0.53 -1.00 -4.67
Cl -3.56 0.76 -0.92
Cl 6.07 -4.83 -6.77
Cl -6.28 -0.43 0.56
C 1.92 4.58 0.68
H 1.34 7.05 -2.35
H 1.04 -0.98 1.93
H 2.81 -1.13 0.06
H 5.60 -0.12 0.09
Cl -7.02 -1.30 -3.57
Cl -3.91 -12.90 2.24
Cl -5.38 -10.44 1.84
H 1.83 1.98 -2.43
Cl -9.40 -6.77 0.21
H 0.98 1.53 1.28
Cl 1.51 -2.31 -5.36
Cl -6.18 1.85 10.09
H 4.20 -1.09 -1.80
Cl -3.52 1.96 -7.22
H -0.40 1.11 0.20
H 5.31 1.51 -0.64
Cl -0.23 6.96 3.74
Cl 3.97 -6.63 -7.61
Cl -6.93 -5.88 1.41
Cl -5.74 -2.13 -6.00
C 7.52 -8.41 -2.93
C 7.66 2.26 0.54
Cl -4.88 4.42 10.22
H 0.76 4.91 -1.56
N 2.56 4.41 -0.58
Cl -4.80 3.56 -9.30
C -0.92 -0.17 2.44
Cl -7.45 -2.99 -0.04
Cl -0.36 -1.59 -3.28
C 6.56 0.23 -1.77
H -1.74 0.25 1.85
Cl -6.33 2.65 -7.02
```

Values from the calculation:
charge	-1
HOMO energy	-0.198	hartree
spin multiplicity	1
HOMO-LUMO gap	6.562	eV
E_LUMO	1.16	eV

=====

Density functional theory data (wB97M-V/def2-TZVPD) for C31H36BCrN10Se as an isolated structure.

Geometry as XYZ:
```
80
C31H36BCrN10Se wB97M-V/def2-TZVPD
H -4.79 1.16 0.11
N 3.47 1.10 0.36
C 0.86 -0.05 3.47
H -0.38 1.08 -2.41
H -2.50 -1.57 3.57
H 6.06 -0.12 -1.21
Se 1.39 -3.10 0.65
C 2.16 -3.63 -0.92
N 3.20 3.35 1.45
C 4.06 -0.80 -0.49
C 5.12 0.08 -0.72
H 3.96 -1.84 -0.76
C -3.11 1.11 1.48
C -4.51 0.68 1.05
C 1.90 -2.42 -4.40
H 1.87 -2.52 -5.49
H 2.48 -1.53 -4.15
H -1.10 1.02 0.72
H -3.47 0.74 3.58
C -4.18 -1.52 2.21
Cr 1.05 -0.65 0.03
C 0.52 -2.34 -3.82
H 1.18 -1.35 -2.08
H 4.99 2.50 2.25
C 4.69 1.28 -0.17
H 2.43 -3.28 -3.98
C -0.58 -2.90 -4.47
H -3.81 -2.81 -4.78
C 0.15 3.15 -1.74
C 0.31 -1.77 -2.58
C -0.96 -1.72 -1.93
H 1.31 0.91 5.44
N 1.82 1.45 2.27
C -2.78 -1.08 2.63
H -1.76 0.77 3.13
H -5.52 -1.17 0.56
C 4.38 3.38 2.13
H -5.25 0.98 1.80
H -3.56 -2.35 -0.29
H 3.14 6.38 2.35
H -0.44 -3.37 -5.44
C 1.38 0.91 4.36
C 0.13 1.76 -1.75
C -1.76 -1.50 1.56
C -2.04 -2.32 -2.65
N 2.65 -3.96 -1.92
H 1.25 4.44 -0.27
H 2.49 2.75 3.81
H -0.76 -1.19 1.87
N 1.37 2.35 -0.08
H -3.45 -4.34 -3.99
H -3.07 2.19 1.58
C -2.09 -0.84 0.20
H -2.72 -3.96 -5.55
C -4.53 -0.84 0.88
B 2.46 2.09 1.01
H -4.22 -2.61 2.10
H -2.32 1.18 -0.54
H -1.74 -2.59 1.44
N 0.87 1.28 -0.75
H -4.91 -1.25 2.98
C 4.56 4.65 2.61
C -1.85 -2.90 -3.89
C -2.09 0.69 0.41
H 5.39 5.03 3.18
C 0.95 3.49 -0.67
H -0.35 3.82 -2.42
H 5.18 2.24 -0.14
H -3.02 -2.39 -2.24
C 1.98 1.84 3.55
N 2.59 4.56 1.51
N -0.95 -1.14 -0.71
N 1.12 0.29 2.22
H 0.32 -0.95 3.69
H -3.80 -0.81 -1.14
C -3.02 -3.54 -4.59
C 3.41 5.34 2.19
C -2.75 0.44 2.81
C -3.52 -1.26 -0.19
N 3.08 -0.18 0.15
```

Values from the calculation:
ΔE to the lowest compared entry with this formula, charge and spin	0.0	kJ/mol
HOMO energy (alpha / beta)	-0.288 / -0.294	hartree
spin multiplicity	6
HOMO-LUMO gap (alpha / beta)	8.374 / 6.218	eV
E_LUMO (alpha / beta)	0.54 / -1.78	eV

=====

Density functional theory data (wB97M-V/def2-TZVPD) for C31H36BF5N5O2S3Sb2Tl as an isolated structure.

Geometry as XYZ:
```
86
C31H36BF5N5O2S3Sb2Tl wB97M-V/def2-TZVPD
C 0.29 2.25 -3.56
H 0.08 1.63 -5.60
H 0.07 -1.40 -2.54
H -1.42 -5.07 -1.52
C -1.95 -4.14 -1.66
F -5.20 3.38 -4.78
H -3.27 -0.69 5.14
C 6.39 0.44 0.21
C 3.38 1.14 -1.58
C -4.92 3.10 -3.50
N -3.16 -3.38 1.91
B -2.70 -4.32 0.76
C -2.12 -3.39 -2.77
N 0.26 0.54 -1.94
H -3.38 0.32 3.68
C 5.19 -0.12 2.25
H -4.43 -1.29 -3.37
H 1.05 -2.35 4.24
C 6.62 -1.75 1.14
C 4.99 2.17 1.25
H 2.20 -1.39 5.21
H 4.46 1.13 -1.64
H 4.56 4.03 -1.20
H 1.17 2.02 3.14
C -3.35 -1.25 -3.28
H 7.04 -2.75 1.12
N -3.26 -1.74 3.34
H -5.24 -2.12 4.09
C 1.16 1.10 3.72
N -2.61 -3.54 -0.61
C 2.04 -1.89 4.25
H 6.66 1.17 -0.55
H 2.79 -2.67 4.11
H -5.10 -4.19 2.27
H -0.05 -0.80 -4.98
H -3.05 -0.28 -2.89
F -6.86 4.26 -2.80
H 3.02 0.13 -1.42
Sb 2.81 2.38 0.06
C 0.06 -0.03 -4.23
H -2.89 -1.41 -4.26
C -3.17 -2.41 -1.07
C 0.14 1.32 -4.56
H 7.61 -1.10 -0.65
C -4.45 -2.42 3.42
C 5.52 0.82 1.24
C -4.32 2.50 -0.90
Sb 2.20 -0.45 2.66
H 3.68 4.97 0.02
H 0.12 0.79 3.86
O -2.37 1.33 -1.63
H 1.62 1.27 4.69
H 4.15 1.22 3.59
H -3.54 -5.18 0.66
N -2.88 -2.30 -2.39
C -3.44 2.03 -1.87
F -4.07 2.24 0.41
C 3.58 4.22 -0.76
H -1.78 -3.53 -3.78
C -5.46 3.24 -1.19
C 5.76 -1.39 2.17
S -0.92 -1.82 1.90
H -1.84 -0.45 4.11
C 0.34 1.86 -2.22
C -5.77 3.55 -2.50
C -4.38 -3.44 2.53
C -3.80 2.37 -3.19
H 2.90 4.59 -1.52
C -2.92 -0.56 4.11
S -4.11 -1.23 -0.23
H 2.97 1.54 -2.51
C 6.94 -0.83 0.15
C -2.48 -2.34 2.41
C 4.20 0.17 3.31
Tl -1.90 0.33 0.39
F -3.01 1.95 -4.20
H 5.49 2.86 0.57
H 4.42 -0.40 4.21
H 0.35 3.30 -3.78
S 0.45 3.01 -0.93
H -1.61 -4.76 0.99
O 0.29 0.12 -0.69
C 0.13 -0.39 -2.91
H 5.52 -2.12 2.94
H 4.72 2.61 2.19
F -6.25 3.66 -0.20
```

Values from the calculation:
ΔE to the lowest compared entry with this formula, charge and spin	67.1	kJ/mol
HOMO energy (alpha / beta)	-0.259 / -0.268	hartree
spin multiplicity	1
HOMO-LUMO gap (alpha / beta)	5.121 / 5.385	eV
E_LUMO (alpha / beta)	-1.93 / -1.91	eV

=====

Density functional theory data (wB97M-V/def2-TZVPD) for C31H36BrCaN2O4S2Sb as an isolated structure.

Geometry as XYZ:
```
78
C31H36BrCaN2O4S2Sb wB97M-V/def2-TZVPD
H 2.02 -4.20 -2.11
Br -5.58 5.34 1.89
H 4.66 1.99 1.32
H 3.64 -4.69 -0.47
C -5.09 0.73 2.41
C 2.94 3.93 -0.82
C 0.72 0.24 -5.55
H 3.90 -5.69 0.95
S -0.08 0.57 3.39
H 4.77 4.21 0.30
H 2.10 -1.15 -1.67
C -0.61 2.16 3.15
C -4.31 2.82 1.51
H 0.18 4.67 1.11
C 1.55 -3.25 -1.86
H 2.74 -3.52 1.58
H 1.10 3.39 -1.78
O 1.84 -0.66 0.99
C -4.16 1.45 1.69
C 4.07 -0.42 1.69
H -1.67 -2.07 -4.81
C 2.20 -4.35 1.13
C 3.95 3.54 0.07
H -0.35 -1.23 -6.72
H 0.26 0.70 -2.33
O -2.03 1.51 0.64
H 1.31 0.63 -6.36
N 0.10 0.28 -3.27
C -0.41 -5.34 -0.49
H 3.36 -2.26 -1.16
S -1.67 -1.27 -2.04
H -2.16 2.18 4.62
H 1.53 1.55 -4.04
O -2.84 -0.47 1.22
C -6.34 2.75 2.81
C -0.22 -0.80 -5.73
H -1.74 5.79 2.31
O 0.77 1.05 -0.81
H -4.95 -0.33 2.53
H -6.92 0.82 3.54
C -6.19 1.38 2.97
H -2.38 -4.51 -0.91
Sb 0.55 -3.49 0.03
H 3.93 -1.47 1.93
C 1.89 3.09 -1.11
C 2.57 -2.11 -1.89
H -2.89 4.49 4.12
C -1.42 4.79 2.56
C -2.93 0.78 1.13
C -0.95 -1.27 -4.69
H 2.59 -6.06 -0.16
Ca -0.56 -0.31 0.50
C 2.82 0.07 1.00
C 1.78 1.80 -0.52
H 4.95 -0.29 1.07
H 4.22 0.13 2.62
C 0.85 0.76 -4.30
C 2.82 1.40 0.38
H 0.75 -3.07 -2.59
C 3.13 -5.25 0.32
N 0.00 2.95 2.23
C -5.40 3.45 2.08
H 1.74 -4.91 1.95
H -0.70 -5.83 0.44
H -7.19 3.27 3.26
C -0.80 -0.72 -3.38
H 0.78 2.54 1.72
H 0.33 -5.98 -0.97
C 3.88 2.29 0.64
C -1.66 2.78 3.87
H 2.98 4.91 -1.28
C -2.06 4.05 3.58
C -0.39 4.21 1.91
H 3.04 -2.03 -2.88
H -1.35 -4.63 -2.32
H -2.09 -6.08 -1.66
C -1.63 -5.13 -1.40
H -3.57 3.37 0.94
```

Values from the calculation:
ΔE to the lowest compared entry with this formula, charge and spin	0.0	kJ/mol
HOMO energy	-0.287	hartree
spin multiplicity	1
HOMO-LUMO gap	7.943	eV
E_LUMO	0.14	eV

=====

Density functional theory data (wB97M-V/def2-TZVPD) for C31H36BrN6O6STa as an isolated structure in a non-equilibrium geometry.

Geometry as XYZ:
```
82
C31H36BrN6O6STa wB97M-V/def2-TZVPD
N -0.85 -5.06 1.68
N 1.40 -4.73 2.10
C 2.44 -0.09 0.47
H 1.89 0.66 -0.10
H 1.80 -3.25 -3.12
H 1.07 3.07 -6.71
H -0.06 6.75 -0.05
C 0.33 0.00 6.33
C 0.16 2.80 3.09
C -2.59 0.00 3.20
C 1.13 3.03 -4.56
C -0.80 -6.50 1.63
H 3.35 0.03 -3.45
H -1.74 -4.61 1.50
H 1.03 1.07 2.91
N -0.99 0.90 -2.30
O -1.76 0.05 -4.74
C 0.07 -3.88 -2.05
C 0.67 0.00 4.98
C 0.67 2.61 -5.80
H 1.89 3.81 -4.49
H 1.09 0.00 7.10
H -1.79 -6.88 1.38
S -0.05 -2.56 1.83
O -2.15 0.00 2.01
H -3.03 0.00 5.88
C -1.55 0.00 4.31
C -0.01 4.18 3.18
H -0.66 1.32 -6.87
Ta -0.05 0.00 1.83
C 1.04 -2.94 -2.41
H 3.50 -1.69 -3.10
C 0.18 -4.20 1.88
O -3.82 0.00 3.54
Br 2.51 0.00 4.52
H 2.16 -4.09 2.32
C -0.30 1.61 -5.89
H -1.82 6.67 0.36
O -0.98 4.89 -0.34
C -0.80 1.03 -4.72
C -0.36 1.46 -3.45
N -0.23 0.00 3.98
H 1.00 2.82 -2.44
C 0.61 2.47 -3.39
C -0.49 0.98 -1.01
C -0.93 -2.26 -0.56
H 2.33 0.91 2.14
H -0.08 -6.81 0.87
C -1.02 0.00 6.66
H -2.14 -1.84 -5.43
H -0.49 -6.88 2.61
O 2.08 0.00 1.83
H 0.47 2.22 3.95
H 0.15 4.68 4.13
C -0.92 -3.54 -1.12
H -1.69 -2.00 0.17
O 1.96 -0.68 -2.15
H 2.19 -1.08 -4.18
C 0.03 -1.31 -0.93
H -1.83 -0.64 -6.70
N -0.64 2.26 -0.54
C -1.04 6.31 -0.31
H -1.07 2.91 -1.19
C -1.97 0.00 5.65
C 2.78 -0.89 -3.28
H -0.52 5.98 2.17
C -0.39 4.91 2.05
C -0.45 2.86 0.73
H 0.08 -4.87 -2.48
C 1.03 -1.66 -1.86
N -0.05 -0.04 -0.33
C -0.05 2.16 1.87
H -1.26 -0.05 -2.56
H -0.48 -1.30 -5.70
H 2.18 -1.09 0.09
H 3.52 0.06 0.36
C -1.52 -0.97 -5.70
H -1.67 -4.27 -0.83
H -1.33 0.00 7.70
H 1.53 -5.70 2.35
C -0.60 4.26 0.83
H -1.28 6.65 -1.32
```

Values from the calculation:
charge	+2
ΔE to the lowest compared entry with this formula, charge and spin	0.0	kJ/mol
HOMO energy (alpha / beta)	-0.466 / -0.466	hartree
spin multiplicity	1
HOMO-LUMO gap (alpha / beta)	5.955 / 5.954	eV
E_LUMO (alpha / beta)	-6.73 / -6.73	eV